1.
Density functional theory data (wB97M-V/def2-TZVPD) for 2 unconnected molecules or ions with the total composition C2H6OS at a distorted geometry.

Results
Energy relative to the best compared isomer or geometry (same formula, charge and spin): 0.869 eV
Strongest force on any atom: 4.42 eV Å⁻¹
Gap between HOMO and LUMO: 10.27 eV
DFT total energy: -553.1715 a.u.

Structure (ORCA input):
```
! RIJCOSX wB97M-V def2-TZVPD def2/J DEFGRID3
* xyz 0 1
C 1.52 -2.11 -1.64
C 0.45 -1.81 -0.57
O 0.50 -1.13 0.48
H 1.48 -3.16 -1.94
H 0.98 -1.58 -2.49
H 2.35 -1.52 -1.44
H -0.42 -2.40 -0.82
S -1.06 2.25 0.95
H -1.80 1.86 -0.24
H -1.49 3.44 1.12
*
```

=====

2.
Density functional theory data (wB97M-V/def2-TZVPD) for a molecular structure, C7H16BBr3N3O2 at a distorted geometry.

Results
Strongest force on any atom: 5.54 eV Å⁻¹
Gap between HOMO and LUMO: 7.40 eV
DFT total energy: -8337.6205 a.u.

Structure (ORCA input):
```
! RIJCOSX wB97M-V def2-TZVPD def2/J DEFGRID3
* xyz 1 1
C 4.07 0.50 0.67
C 3.58 -0.03 -0.81
O 3.11 -1.42 -0.85
B 2.19 -1.74 0.26
O 2.47 -2.97 1.05
C 0.92 -0.80 0.72
C -0.28 -1.64 1.51
C -1.19 -0.52 2.28
N -1.55 0.70 1.47
C -0.93 0.75 0.11
N -1.43 1.72 -0.77
N 0.23 -0.07 -0.42
H 3.18 1.04 1.26
H 4.87 1.36 0.48
H 4.62 -0.31 1.32
H 4.47 0.08 -1.59
H 2.72 0.68 -1.18
H 2.41 -2.69 2.03
H 1.26 0.04 1.50
H -0.92 -2.29 0.74
H 0.23 -2.34 2.32
H -0.53 -0.13 3.20
H -2.17 -0.98 2.78
H -1.23 1.59 1.96
H -2.11 1.51 -1.54
H -1.02 2.69 -0.69
H -0.15 -0.80 -1.10
C -5.44 1.16 -3.42
Br -5.24 2.99 -4.06
Br -3.76 0.18 -3.49
Br -6.24 1.10 -1.64
H -6.14 0.66 -4.10
*
```

=====

3.
Density functional theory data (wB97M-V/def2-TZVPD) for a molecular structure, C25H25IrN9O7 at a distorted geometry.

Results
Energy relative to the best compared isomer or geometry (same formula, charge and spin): 1.834 eV
Strongest force on any atom: 4.42 eV Å⁻¹
Gap between HOMO and LUMO: 6.93 eV
DFT total energy: -2091.1186 a.u.

Structure (ORCA input):
```
! RIJCOSX wB97M-V def2-TZVPD def2/J DEFGRID3
* xyz 1 1
Ir -0.05 -0.31 -0.63
N -2.36 3.47 -0.62
C -1.30 2.73 -0.91
N -0.84 1.79 -0.13
C -1.44 1.58 1.12
N -0.93 0.71 1.93
N -0.04 -0.11 1.34
C 0.84 -0.74 2.02
C 1.89 -1.34 1.23
C 2.94 -2.10 1.73
C 3.91 -2.59 0.87
C 3.80 -2.32 -0.48
C 2.73 -1.57 -0.94
N 1.80 -1.10 -0.11
C -2.61 2.34 1.47
C -3.35 2.09 2.64
C -4.53 2.76 2.86
C -4.99 3.70 1.93
C -4.27 3.96 0.78
C -3.09 3.28 0.55
H -2.69 4.16 -1.29
H -0.79 2.93 -1.85
H 0.82 -0.74 3.11
H 2.98 -2.29 2.80
H 4.72 -3.19 1.25
H 4.54 -2.69 -1.19
H 2.61 -1.34 -1.98
H -2.98 1.36 3.34
H -5.12 2.54 3.74
H -5.92 4.21 2.10
H -4.63 4.69 0.06
O -1.04 -0.06 -4.70
C -1.20 -0.15 -3.50
O -0.22 -0.31 -2.66
C -2.61 -0.09 -2.96
C -3.63 0.06 -3.90
C -4.95 0.10 -3.51
C -5.31 -0.02 -2.18
C -4.31 -0.20 -1.26
C -2.93 -0.21 -1.60
O -2.08 -0.27 -0.60
N -4.69 -0.37 0.15
O -5.53 0.38 0.60
O -4.14 -1.25 0.78
N -6.00 0.26 -4.52
O -7.15 0.23 -4.13
O -5.66 0.40 -5.68
H -3.37 0.12 -4.95
H -6.35 0.01 -1.89
C -1.38 -4.54 1.13
C -2.03 -4.30 -0.24
C -1.42 -5.21 -1.31
C -3.53 -4.54 -0.14
N -1.86 -2.90 -0.65
N -0.55 -2.48 -0.93
H -1.56 -5.56 1.47
H -1.80 -3.86 1.87
H -0.29 -4.40 1.11
H -1.74 -6.24 -1.13
H -0.33 -5.19 -1.30
H -1.78 -4.91 -2.29
H -3.71 -5.56 0.20
H -3.99 -4.41 -1.12
H -3.99 -3.85 0.57
H -2.37 -2.23 -0.09
H -0.39 -2.53 -1.94
H 0.14 -3.07 -0.47
*
```

=====

4.
Density functional theory data (wB97M-V/def2-TZVPD) for C21H31N5O3 in the gas phase.

Results
Energy relative to the best compared isomer or geometry (same formula, charge and spin): 0.013 eV
Strongest force on any atom: 0.12 eV Å⁻¹
Gap between HOMO and LUMO: 9.64 eV
DFT total energy: -1318.3962 a.u.

Structure (ORCA input):
```
! RIJCOSX wB97M-V def2-TZVPD def2/J DEFGRID3
* xyz 0 1
C -0.17 5.29 -3.82
C -1.39 5.44 -2.92
C -1.67 4.22 -2.06
C -2.73 4.43 -0.98
C -2.56 3.20 -0.09
C -1.03 2.99 0.00
O -0.51 3.56 1.18
C -0.67 1.51 0.01
O -0.18 0.99 1.00
N -0.93 0.80 -1.11
C -0.61 -0.61 -1.21
C 0.89 -0.83 -1.39
N 1.23 -2.24 -1.39
C 0.96 -2.92 -2.53
O 0.50 -2.37 -3.53
C 1.24 -4.39 -2.59
C 2.11 -4.91 -3.53
C 2.30 -6.29 -3.66
N 1.68 -7.20 -2.92
C 0.84 -6.68 -2.03
C 0.57 -5.33 -1.80
N -0.36 -5.19 -0.79
C -0.63 -6.42 -0.44
N 0.05 -7.37 -1.14
C -0.03 -8.81 -1.01
C 1.90 -2.80 -0.21
C 1.08 -2.59 1.05
C 3.32 -2.24 -0.08
C -0.47 3.75 -1.23
H -0.04 6.17 -4.46
H 0.74 5.16 -3.24
H -0.27 4.42 -4.48
H -1.24 6.30 -2.25
H -2.27 5.67 -3.52
H -2.00 3.40 -2.72
H -2.49 5.34 -0.42
H -3.74 4.53 -1.38
H -2.98 3.31 0.91
H -3.04 2.34 -0.56
H -0.23 2.80 1.72
H -1.28 1.29 -1.92
H -0.95 -1.11 -0.30
H -1.15 -1.03 -2.06
H 1.21 -0.38 -2.33
H 1.42 -0.34 -0.57
H 2.64 -4.24 -4.20
H 2.99 -6.67 -4.40
H -1.32 -6.70 0.34
H -0.66 -9.05 -0.16
H -0.46 -9.25 -1.91
H 0.96 -9.23 -0.86
H 1.99 -3.87 -0.39
H 1.59 -3.04 1.90
H 0.93 -1.53 1.26
H 0.11 -3.07 0.94
H 3.83 -2.73 0.75
H 3.89 -2.41 -0.99
H 3.30 -1.17 0.13
H 0.26 3.16 -1.79
H 0.06 4.62 -0.83
*
```

=====

5.
Density functional theory data (wB97M-V/def2-TZVPD) for a molecular structure, Ba2FRb at a distorted geometry.

Results
Energy relative to the best compared isomer or geometry (same formula, charge and spin): 0.000 eV
Strongest force on any atom: 2.74 eV Å⁻¹
Gap between HOMO and LUMO: 11.86 eV
DFT total energy: -173.3443 a.u.

Structure (ORCA input):
```
! RIJCOSX wB97M-V def2-TZVPD def2/J DEFGRID3
* xyz 4 1
Rb 0.40 -1.84 1.67
Ba 1.92 0.91 -0.30
Ba -2.02 1.44 -0.56
F -0.29 -0.50 -0.81
*
```

=====

6.
Density functional theory data (wB97M-V/def2-TZVPD) for a molecular structure, C3H8O2Si2 at a distorted geometry.

Results
Energy relative to the best compared isomer or geometry (same formula, charge and spin): 3.317 eV
Strongest force on any atom: 3.77 eV Å⁻¹
Gap between HOMO and LUMO: 8.22 eV
DFT total energy: -848.5342 a.u.

Structure (ORCA input):
```
! RIJCOSX wB97M-V def2-TZVPD def2/J DEFGRID3
* xyz 0 1
C 2.29 -1.36 -0.14
C 1.10 -1.05 -0.71
C 0.59 2.04 0.39
O -4.32 0.41 -0.94
O -1.47 -0.14 0.44
Si -3.69 -0.68 -0.11
Si -0.05 0.19 0.16
H 2.90 -2.17 -0.55
H 2.69 -0.88 0.68
H 0.77 -1.67 -1.60
H 0.84 2.54 -0.55
H -0.13 2.66 0.85
H 1.42 1.77 1.10
H -3.82 -0.94 1.29
H -3.29 -1.75 -0.82
*
```